Model one:
# C5H5Cl2P

2 unconnected molecules or ions with the total composition C5H5Cl2P (wB97M-V/def2-TZVPD, OMol25).

Values from the calculation:
HOMO (spin up / spin down)   -8.3 / -8.6 eV
Gap between HOMO and LUMO (spin up / spin down)   7.741 / 7.370 eV

Geometry as XYZ:
```
13
C5H5Cl2P (wB97M-V/def2-TZVPD)
C -0.28866 -0.33305 1.17675
C -1.31363 -0.66652 0.34869
C -0.56720 1.48183 -0.22682
C 0.10521 0.97046 0.82616
C -1.65665 0.47142 -0.54775
P 4.21642 -0.92954 -0.76208
Cl 2.95588 0.38742 0.08408
Cl 3.08242 -2.59139 -0.58574
H 0.15314 -0.99383 1.84736
H -1.91712 -1.44411 0.39418
H -0.46186 2.43428 -0.78920
H -1.72554 0.18327 -1.60791
H -2.58242 1.02976 -0.15769
```

These are the Mulliken partial charges, in e, on atoms 1 to 8: number 1, C, carries -0.15; number 2, C, carries -0.72; number 3, C, carries -0.27; number 4, C, carries -0.53; number 5, C, carries -0.30; number 6, P, carries 0.25; number 7, Cl, carries -0.09; number 8, Cl, carries -0.17

Model two:
# C5H5Cl2P

2 unconnected molecules or ions with the total composition C5H5Cl2P (wB97M-V/def2-TZVPD, OMol25).

Values from the calculation:
HOMO (spin up / spin down)   -8.3 / -8.8 eV
Gap between HOMO and LUMO (spin up / spin down)   8.003 / 7.487 eV

Geometry as XYZ:
```
13
C5H5Cl2P (wB97M-V/def2-TZVPD)
C 0.14020 -0.27423 0.44677
C -1.10634 -0.70953 0.38677
C -1.04043 1.63308 -0.20743
C 0.14228 1.10153 0.12871
C -1.98997 0.47570 0.00364
P 4.26127 -1.13847 -0.24353
Cl 3.05502 0.48750 -0.13019
Cl 3.11367 -2.61864 -0.93530
H 1.10627 -0.75330 0.63634
H -1.42694 -1.63678 0.61179
H -1.26674 2.61147 -0.49572
H -2.28513 0.13700 -1.00110
H -2.70317 0.68467 0.79926
```

These are the Mulliken partial charges, in e, on atoms 1 to 8: number 1, C, carries 0.22; number 2, C, carries -0.98; number 3, C, carries -0.94; number 4, C, carries 0.13; number 5, C, carries -0.25; number 6, P, carries 0.25; number 7, Cl, carries -0.12; number 8, Cl, carries -0.15

Q: What are the energies relative to the best structure? A: model one 0.0000; model two 0.0040, in hartree.